# 1
8
Properties=species:S:1:pos:R:3:forces:R:3 method="wB97M-V/def2-TZVPD" homo_energy_ha=-0.3441 relative_energy_kcal_mol=20.7 smiles="C=CN=C=O" spin_multiplicity=1 homo_lumo_gap_ev=9.44 lumo_ev=0.08
O -3.10995 -0.06358 0.04984 0.15 -1.30 0.92
N -0.85212 0.43342 -0.17281 -0.70 0.33 0.40
C 1.51311 0.27285 0.04960 0.23 0.19 -0.97
C 0.32028 -0.25266 -0.16196 0.18 -3.36 2.26
C -1.94355 -0.04908 0.08210 -1.65 2.77 -1.76
H 2.40041 -0.33313 0.02402 0.07 -0.20 0.29
H 0.03223 -1.35140 0.07706 1.71 1.39 -1.13
H 1.63959 1.34358 0.05216 0.00 0.18 -0.01

***

# 2
56
Properties=species:S:1:pos:R:3:forces:R:3 method="wB97M-V/def2-TZVPD" homo_energy_ha=-0.3597 relative_energy_kcal_mol=32.0 smiles=BrCCBr.BrCCBr.BrCCBr.BrCCBr.BrCCBr.BrCCBr.BrCCBr spin_multiplicity=1 homo_lumo_gap_ev=10.00 lumo_ev=0.21
Br 0.79992 -16.81605 -9.85107 -0.07 -0.45 0.05
Br 4.91584 -13.45628 -6.26122 -0.36 -0.57 -0.51
Br 1.41090 -19.22943 -16.28974 -0.42 0.24 0.45
Br -3.30725 -11.82833 -16.45327 0.15 -0.66 0.72
Br 0.09482 -17.03753 -18.68078 0.35 0.16 0.75
Br 2.74060 -19.54634 -11.48064 0.10 -0.69 -0.25
Br 0.53601 -22.23701 -12.27170 -0.12 0.27 -0.21
Br 3.53603 -14.44089 -12.66283 -0.51 -0.21 0.29
Br 1.92555 -8.66175 -6.18164 -0.25 -0.42 -0.23
Br 5.16080 -16.76667 -14.55053 0.38 0.15 0.05
Br 4.69020 -18.00657 -7.16476 -0.13 0.46 0.02
Br -0.47685 -14.68738 -14.11973 -0.33 -0.04 -0.04
Br 1.38348 -12.70833 -8.32029 0.00 -0.20 -0.43
Br 8.84474 -14.62550 -12.46030 -0.51 -0.11 -0.25
C 7.05906 -15.39050 -12.74491 -0.24 -0.67 -0.50
C 2.33141 -15.92483 -12.08865 1.10 0.19 0.23
C 2.21004 -11.28173 -7.34136 0.35 0.87 0.85
C 1.13324 -10.28979 -6.91977 -0.21 -0.78 0.10
C 4.53515 -15.10585 -7.29318 1.64 -0.13 -0.68
C 6.95127 -16.04300 -14.11370 0.37 -0.54 -0.20
C 2.35275 -15.89952 -10.56979 -1.13 0.65 -0.76
C 0.92117 -16.55464 -16.95492 -0.17 0.36 0.50
C -2.68515 -13.21482 -15.17678 0.17 -0.64 -0.41
C 2.03599 -21.62540 -13.37866 -0.46 -0.30 0.34
C 0.60608 -17.49543 -15.79780 0.24 -0.09 -0.29
C 3.16577 -21.20240 -12.48260 -0.19 0.33 -0.28
C -1.21848 -13.44877 -15.44144 0.26 0.52 0.38
C 4.50180 -16.26154 -6.32250 -1.45 0.46 0.67
H 5.35959 -15.20811 -8.00214 0.24 0.17 0.32
H -2.89953 -12.96321 -14.14307 -0.01 0.51 -0.14
H 0.59161 -15.54050 -16.73869 -0.28 -0.11 0.02
H 1.41606 -15.66687 -12.60103 -0.24 -0.21 0.40
H 6.28840 -14.63493 -12.66627 0.27 0.25 0.39
H 1.06742 -17.17934 -14.86292 0.58 0.09 -0.31
H 0.46939 -10.07618 -7.75386 0.27 0.52 -0.06
H 1.72110 -20.85076 -14.07194 -0.21 -0.04 0.19
H 3.35765 -22.00319 -11.77589 0.33 0.28 0.20
H -3.17384 -14.16655 -15.38405 -0.47 0.33 -0.20
H 7.25701 -15.38114 -14.91814 -0.24 0.05 -0.03
H -0.43570 -17.57560 -15.49477 -0.16 -0.42 -0.74
H 2.26295 -22.54147 -13.91895 0.41 0.18 -0.12
H 0.50188 -10.75462 -6.16443 0.10 0.26 0.22
H 7.51577 -16.96751 -14.17957 0.40 0.24 0.11
H 6.96228 -16.16109 -11.98678 -0.20 0.21 0.19
H 2.13408 -14.88502 -10.25559 0.73 0.04 0.33
H 3.51582 -16.16208 -5.85819 -0.05 -0.75 -0.06
H 2.68417 -11.77932 -6.50242 -0.16 0.16 0.19
H 2.75735 -16.87298 -12.40916 -0.04 0.19 -0.52
H 3.67450 -15.02025 -7.95230 -0.46 0.27 0.66
H 4.02400 -20.94401 -13.09902 0.15 -0.11 0.20
H -0.61986 -12.55744 -15.28041 -0.05 0.05 -0.31
H 5.16888 -16.20406 -5.46947 0.59 0.06 -0.46
H 3.01145 -10.74805 -7.84971 -0.19 -0.40 -0.66
H 2.00099 -16.47923 -17.05286 -0.01 -0.29 -0.46
H 3.25762 -16.36451 -10.19678 0.00 0.21 0.26
H -1.06409 -13.87847 -16.42591 0.12 0.05 0.01

***

# 3
49
Properties=species:S:1:pos:R:3:forces:R:3 method="wB97M-V/def2-TZVPD" homo_energy_ha=-0.4485 total_charge=+1 relative_energy_kcal_mol=0.0 spin_multiplicity=1 homo_lumo_gap_ev=7.36 lumo_ev=-4.84
O -0.50584 4.13515 2.27272 0.05 -0.08 0.07
O -2.00696 -3.26836 1.65483 0.10 0.09 -0.11
O -1.39390 -5.33333 1.28091 0.07 0.09 -0.12
O -0.40031 1.97099 1.92087 0.02 -0.07 0.01
N 2.50553 1.06186 -2.02568 -0.15 -0.04 -0.02
N 1.25459 1.19373 -2.45108 0.33 0.26 -0.02
C -0.59501 -1.30673 -0.45884 -0.06 -0.03 0.19
C 3.00321 3.15839 -3.07117 -0.14 -0.20 0.09
C 3.35578 2.02193 -2.32065 -0.24 0.25 -0.20
C 0.34322 0.12700 -2.09569 -0.04 -0.08 0.00
C 0.34692 3.28568 0.10953 0.20 0.13 0.03
C -1.21083 6.11195 1.01672 -0.04 -0.09 -0.02
C -1.27468 -4.17654 1.95349 -0.13 -0.15 0.18
C -0.29296 -4.06637 3.09583 0.12 0.04 -0.14
C -0.17161 5.48448 1.92045 -0.01 0.13 -0.05
C -1.38521 -1.37707 -2.73558 -0.06 -0.03 0.00
C -1.44327 -1.83103 -1.42431 -0.04 -0.04 -0.02
C -0.19918 3.07972 1.50956 -0.05 -0.01 -0.05
C 1.69408 3.27423 -3.48438 0.25 -0.23 0.18
C -0.48781 -0.38252 -3.08255 0.03 0.06 0.00
C -0.93977 -7.32042 2.63441 -0.07 0.07 0.03
C 0.81716 2.25065 -3.13314 0.10 0.20 -0.13
C -0.50994 -6.44772 1.47571 0.04 -0.13 0.04
C 0.31955 -0.32159 -0.78550 0.03 0.02 -0.11
H 0.97563 2.42475 -0.10102 -0.04 -0.02 -0.01
H 0.97602 0.10103 -0.03801 -0.02 0.01 0.01
H 4.36484 1.88134 -1.95320 -0.09 -0.08 0.01
H -0.49647 3.29485 -0.58228 -0.02 0.01 0.00
H -0.23639 2.27622 -3.37574 0.05 -0.11 0.05
H -1.96318 -7.66303 2.48611 0.01 -0.02 -0.01
H 0.51959 -6.10389 1.57850 -0.01 0.02 0.01
H 0.93386 4.19079 -0.03270 -0.10 0.05 0.02
H -0.67814 -1.65595 0.56186 0.00 0.02 -0.04
H 0.83157 5.52978 1.49370 -0.01 -0.02 -0.01
H -2.15357 -2.59577 -1.13827 0.02 0.00 0.02
H -0.96254 7.15641 0.82896 0.01 0.01 0.01
H -0.81591 -4.32283 4.01673 -0.01 -0.01 0.02
H -0.41842 -0.03469 -4.10586 0.02 0.00 0.00
H -2.19195 6.06826 1.48756 0.00 0.02 0.01
H -1.27760 5.59840 0.05626 0.03 0.02 -0.01
H 0.58178 -4.70338 3.00244 -0.04 -0.04 0.03
H 1.33295 4.12431 -4.04547 0.00 -0.03 0.01
H -0.57090 -7.00143 0.54082 -0.02 0.01 -0.01
H -0.13425 6.00627 2.87402 -0.01 -0.02 0.01
H -0.89852 -6.78342 3.58210 0.04 -0.01 0.00
H -0.28886 -8.19146 2.70793 0.01 -0.01 -0.01
H 0.02933 -3.03092 3.16725 -0.08 0.02 0.03
H 3.75299 3.90527 -3.29478 -0.07 0.01 -0.02
H -2.03460 -1.79499 -3.49334 0.01 -0.01 0.04

***

# 4
7
Properties=species:S:1:pos:R:3:forces:R:3 method="wB97M-V/def2-TZVPD" homo_energy_ha="-0.1897 / -0.2085" total_charge=-1 relative_energy_kcal_mol=151.9 spin_multiplicity=1 homo_lumo_gap_ev="3.97 / 8.46" lumo_ev="-1.20 / 2.78"
N -1.02544 -1.23371 -0.11627 0.72 1.59 -1.31
N -1.68177 0.45512 1.07394 -0.80 1.36 2.31
N 3.78892 0.07272 -0.83671 -1.83 0.99 1.01
N -1.41251 -0.80508 1.06431 -0.45 -2.40 1.45
N -1.45664 1.01294 -0.06835 0.90 0.05 -2.29
C -1.03573 -0.04610 -0.77282 -0.09 -0.54 -0.09
C 2.82317 0.54411 -0.34410 1.55 -1.05 -1.08

***

# 5
23
Properties=species:S:1:pos:R:3:forces:R:3 method="wB97M-V/def2-TZVPD" homo_energy_ha=-0.2703 relative_energy_kcal_mol=121.2 spin_multiplicity=1 homo_lumo_gap_ev=8.10 lumo_ev=0.74
O -0.03972 1.94990 1.51146 -0.04 -1.06 0.24
O -0.84069 -0.24337 2.04164 0.00 0.46 -0.13
O 0.93593 1.47739 -0.52176 -0.49 -2.12 0.05
C 0.01835 0.43606 -1.05781 0.18 -0.39 1.07
C 0.98769 1.64551 0.78842 -1.48 1.59 -0.32
C 0.67150 -0.05128 -2.33019 0.02 -0.02 0.02
C 0.27797 -2.25386 1.26307 -0.21 0.12 -0.19
C -1.35557 1.04624 -1.27048 -0.07 -0.20 0.01
C 0.47199 -0.76152 1.44763 0.08 0.11 1.53
H -1.74401 1.49997 -0.35650 0.06 0.00 -0.07
H 0.05571 -0.48371 -0.10818 0.48 2.73 -2.02
H -0.70321 0.97635 1.88276 1.14 -0.03 -0.56
H 1.87602 2.25202 1.00816 0.32 -0.84 0.43
H -2.04358 0.25635 -1.57925 -0.05 0.01 -0.06
H 1.69262 -0.38349 -2.13742 -0.05 -0.03 0.06
H 0.71698 0.72674 -3.09970 -0.09 -0.04 0.06
H -1.35198 1.81033 -2.05679 0.06 -0.07 0.10
H 1.14089 -0.61998 2.30281 -0.03 0.05 -0.15
H 0.10921 -0.90128 -2.71992 -0.03 0.04 -0.06
H -1.54325 -0.46559 1.41338 0.00 -0.18 0.02
H 1.18263 -2.68408 0.83204 0.03 -0.04 0.09
H 0.01807 -2.77320 2.19054 0.16 -0.03 0.01
H -0.53356 -2.45552 0.55607 -0.01 -0.06 -0.14

***

# 6
18
Properties=species:S:1:pos:R:3:forces:R:3 method="wB97M-V/def2-TZVPD" homo_energy_ha="-0.5845 / -0.6528" total_charge=+2 s2=6.00 spin_multiplicity=5 homo_lumo_gap_ev="6.95 / 8.20" lumo_ev="-8.95 / -9.57"
Er -0.14389 4.44691 -2.20637 1.83 -2.81 0.08
O -1.93545 -3.11378 1.57080 -0.90 -0.08 -0.56
O 2.55310 1.30760 -1.00805 -0.26 -0.38 -0.25
O 0.34251 1.78166 -0.71416 0.71 0.75 -0.51
O 1.15821 -0.28484 0.92569 -2.20 0.08 -1.02
O 1.46889 2.60168 -2.40527 -0.85 3.46 -1.08
O -0.96373 -2.09284 -0.08158 -0.52 0.06 -1.55
O -1.35634 -0.94423 1.72092 -1.05 0.03 -0.27
C -0.10238 0.07644 0.52730 1.91 -1.00 2.40
C -0.60572 -0.80577 -0.61267 -0.34 0.35 0.11
C 1.44790 1.91596 -1.36682 -1.47 -1.22 1.12
C -1.57446 -1.97953 1.06534 3.07 -0.12 2.28
H -2.16812 -3.02969 2.50833 -0.12 0.11 0.04
H 1.38798 0.09795 1.78152 0.03 0.22 0.23
H -1.50481 -0.36892 -1.05622 0.35 0.06 -0.13
H -0.53145 0.86889 1.14488 -0.17 -0.16 -1.17
H 0.18671 -1.00758 -1.34026 -0.24 0.22 0.13
H 2.34105 0.53007 -0.45339 0.22 0.43 0.15

***

# 7
57
Properties=species:S:1:pos:R:3:forces:R:3 method="wB97M-V/def2-TZVPD" homo_energy_ha=-0.6609 total_charge=+3 relative_energy_kcal_mol=9.5 spin_multiplicity=1 homo_lumo_gap_ev=9.70 lumo_ev=-8.28
O 0.49376 1.15346 0.05757 0.99 0.27 -0.60
O -2.89847 -1.90781 0.34042 0.02 1.14 0.65
O 1.25403 0.55175 -1.97271 0.33 0.94 2.15
O 0.72983 -0.62682 3.66441 -0.06 0.08 -0.56
O -0.84331 1.38714 -1.72065 0.59 -0.22 -0.08
O 2.70267 4.87635 1.88141 0.57 -0.03 -0.73
O -1.07676 -1.96146 -4.27954 -0.33 0.52 0.46
N -3.14487 0.42704 -0.01427 -0.07 -0.42 0.78
N 2.90214 2.57124 1.56059 0.86 -0.52 -0.25
N 0.76424 -2.73042 2.72767 -0.59 -0.42 -0.35
N 0.40364 -0.16991 -4.47902 -0.97 1.36 1.09
C 2.28721 3.81647 2.16458 -0.88 0.63 1.33
C 1.19473 3.55604 3.15311 -0.57 -0.48 -1.06
C 3.67010 2.85393 0.29470 -0.34 -0.45 0.10
C 1.27656 -2.49885 -4.22069 -0.55 0.31 0.80
C 0.25205 1.13921 -1.18761 -2.87 -0.65 0.81
C 0.05287 -1.62264 -4.27213 1.05 -1.05 -1.57
C -3.13717 0.69121 1.48070 -0.01 0.13 -0.86
C -0.76096 0.74182 -4.82147 -0.39 -1.10 -0.86
C 0.20657 -2.41900 5.20392 0.14 -0.28 -0.46
C 0.55454 -1.77695 3.87611 0.27 0.30 1.96
C -3.15085 -1.02754 -0.42098 0.27 -0.97 -0.71
C -3.40877 -1.25376 -1.86299 -0.09 -0.26 0.04
C -0.40656 -2.61298 1.71563 0.82 0.67 1.28
H 1.66126 -2.52774 2.28365 -0.08 0.26 -0.16
H -1.33831 -2.73007 2.26580 0.08 -0.91 -0.11
H -2.86308 1.74132 1.52773 0.00 -0.06 0.57
H -0.74711 -2.05695 5.59019 -0.18 -0.12 -0.32
H -1.22689 0.45463 -5.76661 0.78 -0.04 -0.36
H 0.83871 -3.69312 3.06405 -0.16 -0.02 0.03
H 2.87715 3.10501 -0.40461 0.47 0.23 -0.38
H -0.35648 1.74431 -4.88744 -0.43 0.16 0.42
H -2.76959 -0.62843 -2.48512 -0.18 0.16 -0.04
H 4.20547 1.95001 0.00986 -0.20 -0.06 -0.06
H 0.46702 2.86517 2.71431 0.19 -0.28 0.04
H 0.23257 -3.50305 5.10769 -0.33 -0.02 0.25
H 0.63324 4.48179 3.24943 0.38 0.12 0.66
H -0.45303 -1.55633 1.45762 0.55 -0.17 -0.70
H 1.58999 3.10514 4.06205 -0.10 0.32 0.20
H -4.46934 -1.10017 -2.07912 0.06 0.18 -0.17
H 2.17060 1.87321 1.37351 -0.30 0.16 -0.27
H -0.14289 -3.33670 0.95532 -0.68 0.17 -0.35
H 1.97664 -2.05697 -3.50894 0.28 -0.07 -0.22
H -2.39501 0.02580 1.90762 0.12 0.21 0.04
H 4.40981 3.63516 0.43678 -0.34 0.24 0.14
H 0.98009 -3.47940 -3.85665 0.03 -0.05 -0.18
H -3.90987 0.88933 -0.51243 -0.11 0.12 0.21
H 1.80271 0.49464 -1.14808 0.86 -0.74 -1.39
H -1.59359 0.51192 -4.16615 0.47 0.71 0.73
H 0.90997 -2.14644 5.99369 0.31 0.20 -0.34
H 0.72559 0.11746 -3.51522 -0.06 0.02 -0.51
H -2.28433 0.85020 -0.41018 0.40 0.12 -0.48
H -4.10218 0.48575 1.93330 -0.10 0.07 -0.22
H -3.17859 -2.30338 -2.02913 -0.07 0.04 -0.23
H 1.19967 0.07777 -5.06918 0.03 -0.74 -0.31
H 1.71666 -2.57811 -5.21462 0.07 0.06 0.01
H 3.51590 2.13070 2.25211 0.05 0.24 0.14

***

# 8
16
Properties=species:S:1:pos:R:3:forces:R:3 method="wB97M-V/def2-TZVPD" homo_energy_ha="-0.2758 / -0.2758" relative_energy_kcal_mol=112.1 spin_multiplicity=1 homo_lumo_gap_ev="7.27 / 7.27" lumo_ev="-0.23 / -0.23"
O -0.67540 2.60711 -0.05179 -0.17 -0.01 0.21
O -0.29078 1.54510 1.89835 -0.29 -0.11 -0.42
N 2.14185 0.47607 0.29664 0.13 -0.69 -0.20
N 0.01675 -0.69540 -0.39201 -0.27 0.33 0.40
N -2.36961 -0.40679 -0.05640 0.64 0.19 0.22
C 0.53740 -2.01821 -0.74656 -0.16 0.01 -0.03
C -0.22540 1.56301 0.69193 1.28 0.21 -0.25
C 0.99015 0.60492 -0.27227 -0.82 1.21 1.09
C -1.16141 -0.42477 -0.03040 -0.44 -1.48 -1.18
H 0.86613 -2.00060 -1.78615 -0.01 0.03 0.08
H -1.05998 3.26570 0.55385 0.08 -0.08 -0.03
H 1.39154 -2.22651 -0.10424 -0.01 0.05 -0.04
H -3.01258 -0.51607 0.71470 0.20 0.15 0.18
H 0.95080 1.11757 -1.23082 -0.11 -0.16 -0.14
H 2.12778 -0.11004 1.12916 -0.05 0.29 0.11
H -0.22724 -2.78110 -0.61398 0.00 0.06 0.01

***

# 9
44
Properties=species:S:1:pos:R:3:forces:R:3 method="wB97M-V/def2-TZVPD" homo_energy_ha=-0.3171 relative_energy_kcal_mol=94.8 smiles="NC(=O)CC[C@H](N)C(=O)N[C@@H](Cc1c[nH]c2ccccc12)C(=O)O" spin_multiplicity=1 homo_lumo_gap_ev=8.97 lumo_ev=0.34
O -0.96415 -0.41987 2.34920 -3.31 0.20 2.66
O -1.79138 -3.45863 2.71318 -0.90 -2.35 0.07
O -2.66488 -4.57766 0.94100 3.09 2.89 2.01
O -0.64247 4.58333 1.54746 0.91 -0.17 0.77
N 1.01270 -1.33335 -3.50187 0.89 0.82 -1.69
N 1.44741 0.01950 0.17213 0.52 0.50 0.23
N 1.54559 4.16857 2.04675 1.78 -0.42 -0.36
N -0.05158 -2.00881 1.05267 -0.80 -0.65 0.11
C -0.08151 2.03691 -2.36274 -0.51 1.66 0.57
C -0.54425 -0.64987 -2.01378 2.09 -0.67 -0.75
C -1.03295 1.56426 -1.44712 0.42 -0.54 -0.32
C 1.07652 1.46106 2.14129 -1.34 -1.19 3.54
C 0.45743 -0.19736 -2.94727 -1.05 1.08 -0.55
C 0.52963 -2.42489 -2.83480 1.34 1.14 -0.54
C -1.91578 -3.67324 1.42393 -3.34 -2.30 -3.08
C 1.16098 0.09036 1.63286 0.80 -3.13 -1.13
C -0.97756 -3.07423 -0.94091 -1.52 1.22 -0.03
C 0.24847 3.78461 1.81120 -0.88 -1.04 -1.49
C -1.29812 0.24070 -1.30355 0.39 0.30 -0.88
C 0.68138 1.19812 -3.16436 -1.05 -0.74 0.64
C -1.33628 -2.60377 0.49679 0.60 2.05 0.12
C -0.10138 2.26076 1.79416 0.46 3.47 -0.98
C -0.28213 -2.04785 -1.86717 -3.48 -1.29 1.77
C -0.01921 -0.86490 1.79335 0.43 1.29 -1.65
H -0.37983 2.09805 0.77905 -0.31 -0.09 -0.70
H 1.08385 -3.27741 -2.98245 0.48 -2.29 -0.33
H -2.10600 0.01113 -0.69024 -0.97 -0.91 1.24
H -1.01197 2.30828 2.36042 -0.20 -1.02 0.65
H -0.06920 3.15747 -2.38521 0.67 -1.15 -0.40
H 0.88530 1.21919 3.25074 1.41 1.12 -0.96
H -2.11480 -1.76906 0.47061 0.80 -1.05 0.16
H -0.28009 -3.82201 -0.75313 1.23 -1.74 -0.06
H 1.60884 5.15949 2.03077 0.22 0.85 -0.10
H 2.01105 1.95970 1.83526 -0.37 -0.44 0.84
H 0.56306 -1.81486 0.30403 1.29 -0.44 -1.06
H 1.34601 1.66003 -3.87496 0.26 -0.39 -0.21
H 2.21459 0.63867 0.15280 1.87 0.38 -0.76
H 1.39980 -1.43080 -4.46800 -0.33 0.51 1.63
H 0.80631 0.57749 -0.43456 -0.10 -0.79 1.21
H 2.46167 3.70313 1.74280 -2.53 0.72 0.79
H 1.94858 -0.36766 2.31762 -0.08 0.11 -1.68
H -1.87740 -3.54196 -1.41106 0.70 0.47 0.41
H -1.44135 -2.61452 2.87557 1.02 2.19 0.44
H -1.50495 2.07190 -0.65247 -0.63 1.84 -0.15